{"formula": "C11H12IN2", "method": "wB97M-V/def2-TZVPD", "symbols": ["C", "N", "C", "C", "I", "C", "C", "C", "C", "C", "N", "C", "C", "C", "H", "H", "H", "H", "H", "H", "H", "H", "H", "H", "H", "H"], "coordinates": [[2.16723, 0.01202, 1.26693], [1.70943, -0.56216, -0.02131], [0.47379, -1.32986, 0.11081], [-0.24359, -0.30737, -1.27321], [-0.16012, -1.19334, -3.26623], [-1.62632, 0.21738, -0.90247], [-2.74400, -0.64880, -0.85657], [-3.98235, -0.21670, -0.41144], [-4.07073, 1.08764, 0.02318], [-5.32912, 1.66107, 0.52529], [-6.22779, 2.16231, 1.07782], [-3.02335, 1.98979, -0.24587], [-1.79911, 1.58518, -0.60941], [1.03543, 0.49672, -0.86562], [2.73758, -0.61935, 1.86881], [2.66329, 0.95851, 1.22375], [1.19314, 0.18165, 1.86507], [2.55265, -0.82088, -0.58253], [-0.12197, -1.11263, 0.89494], [0.55806, -2.38847, -0.02134], [-2.82458, -1.68464, -1.17378], [-4.92395, -0.74636, -0.33034], [-3.19309, 3.05685, 0.11491], [-0.94947, 2.29971, -0.64690], [1.63557, 0.59027, -1.78230], [0.93538, 1.40494, -0.22704]], "forces_ev_per_a": [[-3.023, 0.911, 1.565], [1.195, 2.380, 0.196], [-0.631, -1.069, -6.019], [0.783, -1.851, 3.075], [0.116, 0.372, 1.066], [0.296, -0.602, -0.384], [-0.315, -0.316, -0.201], [-0.144, 1.103, 0.761], [-0.759, 1.712, -1.011], [-0.669, 0.524, 1.257], [1.641, -1.041, -1.302], [-2.182, 2.451, 2.713], [2.068, -1.077, -0.704], [-0.057, 0.521, -1.358], [1.037, -1.519, 0.503], [0.365, 0.490, -0.744], [1.606, -0.030, -0.882], [-1.230, -1.104, 0.648], [-1.300, 1.154, 2.841], [0.195, -0.511, -0.245], [1.148, 0.008, -0.177], [0.512, -0.809, -0.255], [0.285, -1.437, -0.844], [-0.814, -0.573, -0.135], [0.032, 0.886, 0.564], [-0.156, -0.573, -0.929]], "mulliken_charge": [-0.94, 0.14, -0.69, -0.14, 0.25, 0.76, -0.24, -0.66, 0.58, -0.22, -0.42, -0.66, -0.55, -0.63, 0.37, 0.38, 0.35, 0.44, 0.32, 0.35, 0.41, 0.45, 0.31, 0.30, 0.32, 0.40], "homo_energy_ev": -12.544, "gap_ev": 8.809, "charge": 1, "smiles": "C[N@H+]1C[C@@](I)(c2ccc(C#N)cc2)C1", "spin_multiplicity": 1}